(1)
Molecular formula: C25H18BN3O7PtS
Method: DFT, ωB97M-V/def2-TZVPD

Calculated values
energy	-59778.25395	eV
LUMO	-1.448	eV
relative energy (zero: lowest compared OMol25 entry of this formula, charge and spin)	0.978	eV
HOMO level	-8.215	eV
strongest force on any atom	0.0180	Eh/bohr

Positions of all 56 atoms, in Å:
1 Pt 0.466 0.189 0.489
2 O -5.537 -3.872 -1.939
3 N -4.631 -4.415 -1.342
4 O -4.563 -5.612 -1.162
5 C -3.547 -3.584 -0.779
6 C -2.742 -4.222 0.089
7 C -1.666 -3.548 0.728
8 C -0.855 -4.238 1.640
9 C 0.170 -3.575 2.254
10 C 0.383 -2.240 1.926
11 N -0.361 -1.569 1.045
12 C -1.413 -2.193 0.450
13 C -2.300 -1.500 -0.474
14 N -2.075 -0.199 -0.684
15 C -2.837 0.473 -1.509
16 C -3.889 -0.121 -2.208
17 C -4.157 -1.449 -2.005
18 C -3.368 -2.191 -1.102
19 H -2.914 -5.265 0.311
20 H -1.060 -5.281 1.845
21 H 0.822 -4.053 2.970
22 H 1.192 -1.684 2.374
23 H -2.601 1.523 -1.638
24 H -4.483 0.462 -2.897
25 H -4.967 -1.923 -2.528
26 O 0.085 1.876 2.899
27 B -0.482 0.945 2.019
28 O -1.760 0.588 2.465
29 C -1.975 1.315 3.610
30 C -3.083 1.332 4.425
31 C -3.031 2.175 5.533
32 C -1.912 2.958 5.796
33 C -0.795 2.933 4.962
34 C -0.858 2.097 3.871
35 H -3.949 0.722 4.210
36 H -3.880 2.222 6.202
37 H -1.908 3.602 6.665
38 H 0.079 3.538 5.153
39 C 6.907 3.062 -4.178
40 C 5.664 2.462 -3.581
41 C 4.407 2.745 -4.106
42 C 3.263 2.182 -3.562
43 C 3.380 1.330 -2.477
44 C 4.621 1.029 -1.936
45 C 5.754 1.596 -2.493
46 S 1.928 0.652 -1.750
47 O 2.293 -0.612 -1.077
48 O 0.906 0.545 -2.756
49 O 1.557 1.632 -0.647
50 H 6.662 3.819 -4.921
51 H 7.513 2.296 -4.665
52 H 7.525 3.528 -3.409
53 H 4.321 3.414 -4.954
54 H 2.286 2.388 -3.977
55 H 4.688 0.354 -1.095
56 H 6.727 1.362 -2.076

---

(2)
Molecular formula: C2H6N2O2S
Method: DFT, ωB97M-V/def2-TZVPD

Calculated values
energy	-20076.65615	eV
LUMO (spin up / spin down)	-0.253 / -0.253	eV
relative energy (zero: lowest compared OMol25 entry of this formula, charge and spin)	5.430	eV
HOMO level (spin up / spin down)	-8.291 / -8.290	eV
strongest force on any atom	0.0892	Eh/bohr

Positions of all 13 atoms, in Å:
1 C -1.416 1.776 -0.239
2 C 1.566 -1.485 0.503
3 N -1.027 0.624 0.143
4 N -1.493 -0.411 0.609
5 O 1.529 1.258 -0.525
6 O 0.378 -0.432 -1.813
7 S 0.707 0.041 -0.544
8 H -0.565 2.250 -0.689
9 H -2.452 1.967 -0.480
10 H 2.449 -1.483 -0.135
11 H 0.850 -2.374 0.395
12 H 1.791 -1.413 1.585
13 H -2.315 -0.318 1.189

---

(3)
Molecular formula: C34H82Br8N2O10
Method: DFT, ωB97M-V/def2-TZVPD

Calculated values
energy	-620375.16867	eV
LUMO	0.083	eV
SMILES	C[N+](=O)[O-].C[N+](=O)[O-].BrCCBr.BrCCBr.BrCCBr.BrCCBr.CCOCC.CCOCC.CCOCC.CCOCC.CCOCC.CCOCC
HOMO level	-9.731	eV
strongest force on any atom	0.0305	Eh/bohr

Positions of all 136 atoms, in Å:
1 C -0.830 -2.583 -3.271
2 N -2.193 -2.578 -2.662
3 O -2.813 -1.533 -2.671
4 O -2.587 -3.628 -2.202
5 H -0.472 -1.562 -3.341
6 H -0.983 -3.004 -4.265
7 H -0.182 -3.228 -2.692
8 C 1.866 0.145 -5.161
9 N 3.228 0.256 -5.747
10 O 3.423 -0.216 -6.834
11 O 4.038 0.894 -5.098
12 H 1.274 1.032 -5.369
13 H 1.980 0.145 -4.080
14 H 1.406 -0.763 -5.534
15 Br 2.205 1.702 3.048
16 C 3.892 0.744 2.965
17 C 4.676 1.096 1.744
18 Br 6.497 0.433 1.953
19 H 3.670 -0.322 2.984
20 H 4.417 0.892 3.906
21 H 4.745 2.128 1.435
22 H 4.251 0.524 0.924
23 Br -5.150 -0.046 -5.500
24 C -4.044 1.552 -5.471
25 C -2.624 1.111 -5.220
26 Br -1.434 2.642 -5.049
27 H -4.417 2.125 -4.632
28 H -4.101 2.080 -6.416
29 H -2.217 0.405 -5.937
30 H -2.557 0.597 -4.261
31 Br -0.512 -4.796 0.126
32 C -0.829 -4.745 2.039
33 C -1.850 -5.822 2.362
34 Br -1.937 -6.028 4.283
35 H -1.205 -3.779 2.364
36 H 0.106 -5.016 2.514
37 H -1.488 -6.743 1.914
38 H -2.830 -5.575 1.973
39 Br 3.931 2.027 -1.541
40 C 4.137 3.832 -2.229
41 C 5.507 4.353 -1.892
42 Br 5.555 6.270 -2.155
43 H 3.354 4.452 -1.799
44 H 3.935 3.781 -3.293
45 H 6.239 3.892 -2.553
46 H 5.845 4.124 -0.887
47 C -6.887 7.228 -4.351
48 C -5.669 6.330 -4.417
49 O -5.306 5.917 -3.130
50 C -4.043 5.307 -3.079
51 C -3.866 4.760 -1.674
52 H -6.860 7.901 -3.498
53 H -6.863 7.854 -5.247
54 H -7.822 6.670 -4.362
55 H -5.855 5.497 -5.108
56 H -4.868 6.941 -4.863
57 H -4.031 4.470 -3.793
58 H -3.230 6.010 -3.303
59 H -4.643 4.021 -1.471
60 H -4.050 5.599 -0.999
61 H -2.897 4.300 -1.498
62 C 0.943 -1.289 -0.131
63 C 1.494 -0.287 -1.125
64 O 0.554 0.194 -2.045
65 C -0.469 1.029 -1.541
66 C 0.075 2.418 -1.237
67 H 0.485 -2.178 -0.553
68 H 1.730 -1.713 0.506
69 H 0.276 -0.760 0.554
70 H 2.023 0.461 -0.526
71 H 2.272 -0.794 -1.707
72 H -1.173 1.198 -2.352
73 H -0.960 0.582 -0.676
74 H -0.657 3.153 -0.897
75 H 0.556 2.889 -2.097
76 H 0.823 2.333 -0.441
77 C 2.609 -3.566 3.755
78 C 3.032 -3.165 5.144
79 O 4.269 -2.479 5.036
80 C 4.539 -1.591 6.105
81 C 4.697 -2.264 7.463
82 H 3.428 -4.026 3.200
83 H 1.896 -4.393 3.870
84 H 2.135 -2.778 3.173
85 H 2.250 -2.537 5.590
86 H 3.174 -4.074 5.737
87 H 5.398 -0.952 5.905
88 H 3.661 -0.920 6.136
89 H 5.647 -2.788 7.516
90 H 3.849 -2.920 7.657
91 H 4.623 -1.489 8.229
92 C 4.701 -5.575 -3.349
93 C 4.142 -4.848 -2.141
94 O 3.464 -5.768 -1.325
95 C 3.354 -5.346 0.018
96 C 2.658 -6.446 0.799
97 H 5.445 -4.969 -3.874
98 H 5.233 -6.492 -3.092
99 H 3.924 -5.821 -4.076
100 H 4.996 -4.440 -1.581
101 H 3.521 -4.008 -2.480
102 H 4.360 -5.164 0.425
103 H 2.780 -4.412 0.115
104 H 3.293 -7.329 0.877
105 H 1.712 -6.619 0.294
106 H 2.503 -6.163 1.844
107 C -3.745 3.349 3.999
108 C -3.141 3.848 2.718
109 O -2.364 4.999 2.991
110 C -1.741 5.565 1.852
111 C -0.438 4.833 1.508
112 H -4.236 2.392 3.817
113 H -3.028 3.254 4.817
114 H -4.475 4.044 4.427
115 H -2.520 3.043 2.294
116 H -3.896 4.111 1.965
117 H -2.429 5.496 0.995
118 H -1.557 6.614 2.075
119 H 0.323 5.205 2.194
120 H -0.137 5.005 0.477
121 H -0.585 3.769 1.686
122 C -2.357 -1.581 0.648
123 C -3.491 -1.423 1.630
124 O -3.119 -1.987 2.873
125 C -4.205 -2.137 3.757
126 C -3.657 -2.728 5.022
127 H -2.395 -2.581 0.196
128 H -2.425 -0.934 -0.226
129 H -1.383 -1.504 1.132
130 H -3.717 -0.347 1.778
131 H -4.440 -1.795 1.218
132 H -4.584 -1.128 3.977
133 H -5.028 -2.737 3.355
134 H -3.185 -3.700 4.891
135 H -4.432 -2.838 5.787
136 H -2.905 -2.072 5.468

---

(4)
Molecular formula: CH2INO
Method: DFT, ωB97M-V/def2-TZVPD

Calculated values
energy	-12706.19996	eV
LUMO	-0.454	eV
relative energy (zero: lowest compared OMol25 entry of this formula, charge and spin)	1.887	eV
SMILES	O=CNI
HOMO level	-9.456	eV
strongest force on any atom	0.0655	Eh/bohr

Positions of all 6 atoms, in Å:
1 C 0.663 0.602 -0.059
2 N -0.384 -0.350 -0.118
3 O 0.719 1.779 0.080
4 I -2.393 -0.543 -0.200
5 H 1.443 -0.118 0.231
6 H -0.049 -1.369 0.065

---

(5)
Molecular formula: C26H67AsF6N6O4
Method: DFT, ωB97M-V/def2-TZVPD

Calculated values
charge	+5
energy	-122268.82182	eV
LUMO (spin up / spin down)	-13.208 / -17.502	eV
relative energy (zero: lowest compared OMol25 entry of this formula, charge and spin)	0.000	eV
⟨S²⟩	0.7661
HOMO level (spin up / spin down)	-20.514 / -20.514	eV
strongest force on any atom	0.0902	Eh/bohr
spin multiplicity	2

Positions of all 110 atoms, in Å:
1 As 0.140 -0.172 -1.068
2 F 1.738 -0.884 -0.645
3 F 0.216 1.027 0.284
4 F -1.498 0.406 -1.723
5 F 0.131 -1.416 -2.421
6 F -0.741 -1.287 0.015
7 F 0.889 0.999 -2.154
8 C -3.829 -2.368 -0.820
9 C -3.351 -3.687 -1.407
10 N -2.040 -4.018 -0.842
11 C -1.816 -4.461 0.476
12 C -0.402 -4.673 0.583
13 N 0.153 -4.466 -0.708
14 C -0.883 -4.093 -1.553
15 C 1.523 -4.525 -1.081
16 H -3.332 -1.500 -1.253
17 H -3.935 -2.395 0.264
18 H -4.815 -2.275 -1.276
19 H -3.349 -3.750 -2.495
20 H -4.091 -4.467 -1.228
21 H -2.582 -4.275 1.214
22 H 0.243 -4.778 1.443
23 H -0.684 -3.951 -2.605
24 H 2.014 -4.754 -0.136
25 H 1.833 -3.525 -1.385
26 H 1.884 -5.297 -1.761
27 C 1.644 6.454 -1.557
28 N 1.062 5.166 -0.793
29 C -0.384 4.982 -1.428
30 C 1.950 3.999 -1.306
31 C 1.007 5.438 0.785
32 C 0.638 4.206 1.675
33 O 1.666 3.256 1.782
34 H 2.661 6.523 -1.171
35 H 1.148 7.392 -1.310
36 H 1.658 6.171 -2.609
37 H -1.061 5.728 -1.013
38 H -0.605 3.917 -1.354
39 H -0.362 5.212 -2.493
40 H 1.658 3.091 -0.779
41 H 2.964 4.223 -0.973
42 H 1.890 3.765 -2.369
43 H 0.244 6.213 0.867
44 H 2.029 5.800 0.899
45 H -0.321 3.805 1.349
46 H 0.448 4.613 2.668
47 H 1.510 2.698 2.547
48 C 5.173 -2.237 4.160
49 N 4.246 -3.322 3.606
50 C 4.795 -3.728 2.259
51 C 4.458 -4.513 4.565
52 C 2.772 -2.838 3.567
53 C 2.233 -1.855 2.581
54 O 2.458 -2.434 1.283
55 H 4.583 -1.773 4.951
56 H 5.481 -1.490 3.429
57 H 6.094 -2.655 4.566
58 H 4.130 -4.484 1.841
59 H 5.834 -4.018 2.411
60 H 4.860 -2.943 1.507
61 H 3.879 -5.403 4.314
62 H 3.993 -4.138 5.476
63 H 5.459 -4.859 4.824
64 H 2.628 -2.615 4.624
65 H 2.191 -3.755 3.468
66 H 2.575 -0.822 2.642
67 H 1.166 -2.005 2.749
68 H 2.290 -1.811 0.572
69 C -2.882 0.559 -6.262
70 N -1.671 1.507 -6.002
71 C -1.315 2.181 -7.451
72 C -2.078 2.634 -5.086
73 C -0.470 0.818 -5.248
74 C -0.187 -0.647 -5.626
75 O 0.085 -0.744 -6.994
76 H -3.563 1.255 -6.752
77 H -3.144 0.210 -5.263
78 H -2.686 -0.372 -6.794
79 H -0.528 2.911 -7.262
80 H -2.191 2.682 -7.864
81 H -1.064 1.441 -8.211
82 H -2.901 3.232 -5.478
83 H -1.223 3.301 -4.977
84 H -2.269 2.140 -4.133
85 H -0.613 0.882 -4.169
86 H 0.434 1.423 -5.328
87 H -1.088 -1.154 -5.282
88 H 0.538 -1.049 -4.918
89 H 0.920 -0.414 -7.334
90 C -1.817 1.938 3.146
91 N -1.737 0.830 4.249
92 C -1.018 -0.493 3.760
93 C -1.034 1.423 5.456
94 C -3.155 0.469 4.831
95 C -4.140 -0.313 3.891
96 O -4.509 0.478 2.816
97 H -0.840 1.920 2.661
98 H -2.182 2.894 3.522
99 H -2.399 1.555 2.307
100 H 0.024 -0.202 3.892
101 H -1.286 -0.499 2.704
102 H -1.337 -1.365 4.331
103 H -0.029 1.741 5.179
104 H -0.993 0.632 6.205
105 H -1.394 2.398 5.787
106 H -3.560 1.462 5.024
107 H -3.139 -0.133 5.740
108 H -4.963 -0.704 4.489
109 H -3.596 -1.225 3.644
110 H -5.160 0.029 2.273

---

(6)
Molecular formula: C30H66AgF9N3O12
Method: DFT, ωB97M-V/def2-TZVPD

Calculated values
charge	+1
energy	-89663.50050	eV
LUMO	-2.991	eV
relative energy (zero: lowest compared OMol25 entry of this formula, charge and spin)	1.064	eV
HOMO level	-8.395	eV
strongest force on any atom	0.0609	Eh/bohr

Positions of all 121 atoms, in Å:
1 Ag -1.171 -0.211 2.083
2 C -2.347 3.031 2.134
3 O -3.761 3.219 2.350
4 O -2.189 2.012 1.286
5 C -1.675 4.381 1.754
6 F -2.219 5.076 0.749
7 F -1.764 5.175 2.840
8 F -0.375 4.278 1.480
9 C -4.147 3.752 3.618
10 C -5.666 3.513 3.636
11 H -6.154 4.006 2.799
12 H -5.807 2.438 3.487
13 H -6.058 3.678 4.639
14 H -3.929 4.813 3.712
15 H -3.788 3.182 4.477
16 H -1.966 2.759 3.126
17 C -2.206 -0.796 4.976
18 O -0.983 -0.139 4.554
19 O -2.730 -1.174 3.806
20 C -1.897 -1.901 6.015
21 F -1.207 -2.894 5.404
22 F -1.190 -1.442 7.070
23 F -3.023 -2.482 6.497
24 C -0.650 1.029 5.289
25 C 0.316 1.866 4.466
26 H 0.414 2.868 4.891
27 H 1.324 1.447 4.423
28 H -0.064 1.965 3.446
29 H -0.217 0.789 6.264
30 H -1.523 1.659 5.495
31 H -2.852 -0.066 5.500
32 C 0.568 -3.211 1.265
33 O 2.023 -3.221 1.320
34 O 0.199 -1.935 1.283
35 C 0.170 -3.997 0.024
36 F 0.152 -5.341 0.290
37 F -1.144 -3.765 -0.295
38 F 0.887 -3.834 -1.102
39 C 2.610 -4.437 1.747
40 C 3.732 -4.820 0.754
41 H 3.924 -5.888 0.842
42 H 3.472 -4.618 -0.285
43 H 4.618 -4.220 0.980
44 H 1.999 -5.343 1.725
45 H 3.000 -4.423 2.766
46 H 0.190 -3.655 2.190
47 C 2.140 2.648 0.359
48 O 2.758 1.398 0.004
49 C 2.607 0.418 0.979
50 C 3.488 -0.805 0.836
51 N 4.948 -0.377 1.001
52 H 4.984 0.423 1.638
53 H 5.532 -1.127 1.374
54 C 5.539 0.198 -0.245
55 C 6.025 -0.979 -1.115
56 O 6.348 -2.046 -0.252
57 C 7.445 -2.815 -0.748
58 H 2.397 2.966 1.369
59 H 1.081 2.497 0.154
60 H 2.536 3.425 -0.293
61 H 1.575 0.158 1.176
62 H 2.919 0.711 2.003
63 H 3.437 -1.326 -0.119
64 H 3.279 -1.541 1.608
65 H 6.310 0.937 -0.024
66 H 4.803 0.843 -0.726
67 H 6.859 -0.634 -1.729
68 H 5.287 -1.342 -1.836
69 H 8.308 -2.199 -1.006
70 H 7.107 -3.404 -1.601
71 H 7.771 -3.481 0.047
72 C -4.110 -1.565 0.296
73 O -4.544 -0.291 -0.129
74 C -5.024 0.532 0.907
75 C -5.093 1.848 0.216
76 N -3.786 1.950 -0.535
77 H -3.016 1.872 0.185
78 H -3.545 1.199 -1.182
79 C -3.625 3.272 -1.203
80 C -2.367 3.268 -2.076
81 O -2.248 1.956 -2.604
82 C -1.320 1.952 -3.652
83 H -3.083 -1.321 0.520
84 H -4.221 -2.361 -0.438
85 H -4.621 -1.899 1.200
86 H -4.293 0.648 1.715
87 H -5.946 0.127 1.324
88 H -5.177 2.741 0.833
89 H -5.833 2.066 -0.559
90 H -3.698 4.101 -0.509
91 H -4.480 3.294 -1.882
92 H -1.521 3.544 -1.449
93 H -2.461 4.050 -2.832
94 H -0.343 2.403 -3.454
95 H -1.712 2.443 -4.552
96 H -1.119 0.929 -3.976
97 C -0.874 -0.313 -1.639
98 O 0.165 -0.275 -2.615
99 C 1.147 -1.248 -2.335
100 C 2.270 -0.982 -3.318
101 N 1.758 -1.243 -4.717
102 H 2.467 -1.587 -5.366
103 H 0.974 -1.904 -4.658
104 C 1.257 -0.033 -5.451
105 C 0.655 -0.523 -6.751
106 O -0.274 -1.555 -6.476
107 C -0.802 -2.135 -7.654
108 H -0.558 -0.218 -0.603
109 H -1.422 -1.247 -1.784
110 H -1.543 0.520 -1.854
111 H 0.805 -2.285 -2.442
112 H 1.444 -1.079 -1.295
113 H 3.120 -1.631 -3.118
114 H 2.587 0.059 -3.322
115 H 2.123 0.562 -5.729
116 H 0.471 0.428 -4.858
117 H 1.489 -0.987 -7.308
118 H 0.234 0.210 -7.440
119 H -0.762 -3.226 -7.613
120 H -0.137 -1.969 -8.513
121 H -1.787 -1.763 -7.929

---

(7)
Molecular formula: C9H14O
Method: DFT, ωB97M-V/def2-TZVPD

Calculated values
energy	-11607.19282	eV
LUMO	0.866	eV
relative energy (zero: lowest compared OMol25 entry of this formula, charge and spin)	0.444	eV
SMILES	Cc1ccc(O)cc1.CC
HOMO level	-8.337	eV
strongest force on any atom	0.0166	Eh/bohr

Positions of all 24 atoms, in Å:
1 C -0.797 2.558 -1.037
2 C -0.745 4.087 -1.215
3 H -0.957 2.297 0.009
4 H -1.533 2.117 -1.715
5 H 0.100 2.017 -1.339
6 H -1.553 4.446 -1.851
7 H 0.222 4.410 -1.595
8 H -0.834 4.582 -0.246
9 C 0.312 -0.808 3.172
10 C 0.179 -1.274 -1.045
11 C 1.396 -1.293 -0.410
12 C -0.967 -0.832 -0.388
13 C 1.476 -0.979 0.947
14 C -0.865 -0.569 0.961
15 C 0.318 -0.781 1.673
16 O 0.022 -1.722 -2.334
17 H 2.280 -1.615 -0.944
18 H 0.817 -2.183 -2.617
19 H -1.868 -0.626 -0.950
20 H 2.429 -1.009 1.457
21 H -1.712 -0.195 1.527
22 H -0.665 -0.601 3.603
23 H 1.030 -0.098 3.587
24 H 0.635 -1.770 3.565

---

(8)
Molecular formula: C3H4IN2S
Method: DFT, ωB97M-V/def2-TZVPD

Calculated values
charge	+1
energy	-25082.88995	eV
LUMO	-4.328	eV
relative energy (zero: lowest compared OMol25 entry of this formula, charge and spin)	0.541	eV
HOMO level	-13.803	eV
strongest force on any atom	0.1269	Eh/bohr

Positions of all 11 atoms, in Å:
1 C 0.252 -0.804 0.044
2 C -0.081 -2.099 0.074
3 C -1.976 -0.612 -0.094
4 N -0.852 0.016 -0.131
5 N -0.684 1.309 -0.289
6 S -1.827 -2.319 -0.098
7 I -3.899 0.258 0.028
8 H 1.125 -0.259 0.081
9 H 0.445 -2.881 0.435
10 H 0.294 1.745 -0.017
11 H -1.514 2.009 -0.031

---

(9)
Molecular formula: C4H9NP
Method: DFT, ωB97M-V/def2-TZVPD

Calculated values
charge	+1
energy	-15062.77968	eV
LUMO	-3.934	eV
relative energy (zero: lowest compared OMol25 entry of this formula, charge and spin)	2.783	eV
SMILES	C=P[C@@H]1C[C@H]1[NH3+]
HOMO level	-12.875	eV
strongest force on any atom	0.0873	Eh/bohr

Positions of all 15 atoms, in Å:
1 C 0.184 -0.356 2.974
2 C 0.591 -0.992 -1.051
3 C 0.338 0.452 -0.954
4 C -0.041 -0.456 0.347
5 N -0.721 1.074 -1.657
6 P 1.253 -0.650 1.738
7 H 0.553 -0.231 3.904
8 H -0.940 -0.134 3.016
9 H 0.000 -1.630 -1.695
10 H 1.641 -1.231 -0.985
11 H 1.225 0.989 -0.679
12 H -1.095 -0.758 0.552
13 H -0.704 2.033 -1.300
14 H -1.601 0.598 -1.464
15 H -0.681 1.291 -2.747